[1]
Entry from the Open Molecules 2025 dataset: a molecular structure, C56H57N2O2PSTi at a distorted geometry (ωB97M-V/def2-TZVPD).

```
! wB97M-V def2-TZVPD RIJCOSX def2/J DEFGRID3
* xyz 0 1
N 0.3484 -1.9872 0.4127
H 3.0831 0.3843 -2.0358
H -4.1163 0.0938 -5.6646
H -4.9189 0.0897 1.4171
H 1.3263 -4.5708 -2.7183
H -3.6818 -5.1146 1.8938
H -4.1581 1.7543 -2.4923
C -2.5320 3.7118 1.9787
C 0.9969 4.5575 0.1134
H -1.0008 0.0804 3.6949
C -3.2997 1.8235 0.1270
H 3.2315 2.3779 4.8581
C 1.1399 -2.6712 3.4492
P 0.2164 0.6359 -2.0232
H -3.5490 -1.7297 -4.0860
C 0.8678 -3.6594 -2.3313
C -3.0334 -0.7773 -4.0273
C -3.5897 3.1643 -0.0695
C -5.2888 0.3761 0.4313
C -3.0312 -3.1202 1.5038
H 0.0730 2.6850 3.8805
H -1.1487 -3.2617 -1.5555
C 0.3777 2.2846 -1.2928
H -1.8677 0.4554 5.1643
C 4.6793 2.1667 1.3015
C 1.1642 1.0295 -4.7315
C 1.5816 -2.7272 0.1213
C 2.9947 1.5735 2.9046
C 3.5662 -2.0152 3.2428
C -0.5356 -4.1729 1.0313
H -2.9974 2.2928 -5.4495
H 0.3769 -1.7764 -3.2335
C 4.8170 3.0168 3.5514
H -2.7664 -0.0102 3.7185
C -1.8962 0.5461 4.0769
H -0.7791 2.5642 5.4130
C -4.8533 1.2496 -1.8287
H 1.8823 -2.4557 -3.8322
C -2.0323 -0.5863 -3.0826
C 0.5747 3.4767 -1.9849
H -1.7787 -1.3840 -2.3967
H -4.2415 3.4589 -0.8844
H 0.1433 1.1484 -5.0521
C -1.5722 -4.9835 1.3911
C -2.7173 1.4741 -4.7969
C 3.7884 -3.4950 0.7688
C -2.3793 1.4700 1.1470
H 1.2575 5.4506 0.6713
H 4.5437 -2.4955 3.1910
H 4.8492 0.5375 -3.7159
C 4.1269 -3.7416 -0.5420
H 2.7237 -3.9540 2.9963
C -0.5653 -4.0682 -1.9927
H -1.0604 -4.3808 -2.9169
C -3.3544 0.2453 -4.9088
C 2.1695 1.1129 -5.6894
C 1.8282 -3.2719 -1.1772
H -5.9499 1.2334 0.5863
C 3.4978 0.9462 -5.3341
H 0.4383 -4.6049 0.8594
C -0.8827 2.8508 4.3641
H -3.2839 5.1846 0.6127
C -0.6798 -2.7586 0.8526
H -1.4002 -6.0485 1.5018
H 5.0791 2.0864 0.2962
C 2.5396 -2.9982 1.1457
C -2.8611 -4.4628 1.6211
H 6.2382 3.4494 1.9983
C 0.8712 4.6262 -1.2715
N -1.6457 0.2109 1.0452
H 0.5472 3.4982 -3.0684
C -4.1666 0.7703 -0.5545
H 5.3327 3.6022 4.3015
H 3.3278 -4.0338 -2.4924
C -1.9970 2.0273 3.7035
O 0.9386 0.4767 2.3891
H -0.5849 -4.9113 -1.3057
H 5.1280 -4.0597 -0.8094
H -1.2418 2.6296 -3.7653
H -2.3500 4.4361 2.7649
H 0.4179 -3.4642 3.2874
H -5.2801 0.3988 -2.3638
C -1.7216 1.6628 -3.8493
C 0.5032 2.1828 0.0967
H -1.0939 3.9200 4.3269
C -2.3444 -0.8752 1.1838
H 1.3639 -2.6478 4.5172
C 2.4510 -2.9368 2.7002
C 1.4720 0.7845 -3.3949
C -3.1055 4.1322 0.7985
H 0.3219 -3.1257 -4.3483
C 3.6576 2.3400 3.8647
H -3.5667 -0.1100 -0.7926
C 3.8151 0.6844 -4.0092
C 0.8679 -2.6924 -3.5046
H 1.9032 1.3044 -6.7229
C 3.1254 -3.6854 -1.4830
C 5.3246 2.9263 2.2577
H 4.5137 -3.7175 1.5429
H 4.2742 1.0128 -6.0875
H 1.0381 5.5630 -1.7897
H -3.3860 -0.7413 1.4420
C 3.5059 1.4641 1.6020
H 0.6738 -1.7307 3.2048
C -2.2085 2.3730 2.2158
C -1.3285 0.6162 -3.0158
Ti 0.5012 0.1664 0.7526
H -5.8822 -0.4518 0.0278
H 3.6312 -1.1082 2.6505
C 1.7992 0.8304 3.3671
H 3.3810 -1.7482 4.2846
H 0.9636 3.3505 1.8576
H -2.9318 2.3706 4.1538
C -1.9740 -2.2373 1.1481
C 0.8230 3.3574 0.7831
C 2.8130 0.5978 -3.0544
S 2.8927 0.3936 0.3479
H -5.6700 1.9389 -1.5953
O 1.5877 0.5599 4.5135
H -4.0067 -2.6866 1.7043
*
```

Energy relative to the best compared isomer or geometry (same formula, charge and spin) in eV: 2.443
E_LUMO in eV: -0.50
HOMO energy in eV: -7.591

[2]
Entry from the Open Molecules 2025 dataset: 11 unconnected molecules or ions with the total composition C56H61F12NO8 at a distorted geometry (ωB97M-V/def2-TZVPD).

```
! wB97M-V def2-TZVPD RIJCOSX def2/J DEFGRID3
* xyz 0 1
H 4.1839 2.5271 -7.2386
C 5.7443 -0.6283 -5.6503
H 5.1628 -6.6990 5.8084
H -2.6812 4.1764 5.8926
C -4.3684 -0.2077 -2.7299
H -1.3229 4.8648 -8.1254
C -4.7164 5.0880 5.7990
C 8.8490 -1.0786 3.0196
F 9.0770 -6.1890 7.9202
C -3.6959 -1.1430 -3.4610
H -7.7200 5.6221 -3.1407
H 5.1540 -5.1140 6.2794
H -2.7087 -1.5066 -3.2169
C -5.5464 0.3083 -3.2645
H -3.5869 -2.2226 -5.3227
C 5.9609 -5.5273 4.2708
C 2.2111 -6.5392 -2.8205
H -9.5352 6.4245 -4.2498
H -4.0180 0.0009 -1.7299
C 2.6555 -0.4387 9.0720
C 7.7057 -7.1811 6.2160
H -7.5683 3.3625 5.1307
C -4.7185 -4.4709 3.4684
H -8.0562 6.9226 -5.1130
F 8.5541 -8.3652 7.9062
C 2.2957 0.1334 7.8581
H -5.9353 1.6530 4.6308
H 2.9224 0.7194 -6.9136
H 6.3546 -4.5109 4.2743
C -6.5335 3.5875 5.3430
C -3.9412 3.9652 -9.9903
C 1.1511 1.9901 -1.4592
H -5.6528 -1.1991 -6.2778
C 8.9199 -1.6386 1.7588
C 7.0881 0.3121 2.1646
H -6.2489 -2.9161 3.7008
C 0.3546 2.6653 0.6946
C -6.0253 4.8843 5.6111
C 1.1826 0.4642 0.3808
O 6.9643 -6.0577 6.4445
H 9.7220 -2.2765 1.4181
H -3.6864 6.1590 -7.6857
H 6.1224 -1.4590 -5.0729
C -8.6690 7.0857 -4.2265
H 6.2916 -0.4330 0.2226
H 3.3419 0.2720 5.9755
C -6.1719 -3.9795 3.4742
F -3.4189 3.4168 -12.2125
F -4.0353 7.7554 -2.5616
C 4.7069 1.6764 -6.8273
C 8.0199 0.0338 3.2211
C -4.2319 4.2298 -11.5666
O -6.5741 7.1787 -2.9773
H -8.9925 8.1265 -4.2156
O -4.1683 -4.4600 4.7488
C -2.7883 -3.8449 6.7180
F -3.9667 5.5281 -11.9880
C 1.4437 0.7328 -0.9639
O -2.0869 -3.5659 4.3945
H -0.2325 3.3767 1.2563
C -5.9758 0.0341 -4.5702
H -0.0315 -5.0982 -0.7990
H 3.8122 -7.8286 -2.1753
H 7.5489 0.6429 -5.4425
H -6.7707 5.6510 5.7618
C -5.5790 2.5910 5.0302
H 3.9319 -1.5570 -5.8466
C -4.2135 2.7816 5.2998
H 2.4138 -6.7448 -3.8612
H -3.5695 1.9209 5.1956
C 3.3988 -0.0327 7.0101
C 4.2699 -0.8548 7.6552
H -4.3794 4.5852 -7.4516
F -4.4957 9.7050 -1.7489
C 0.5691 2.9460 -0.6573
H -6.9116 0.5304 -4.7806
C 8.0144 -1.4199 0.7308
H 1.3086 2.1482 -2.5159
H -2.1801 3.4136 -7.6264
C 8.9188 -7.2964 7.1692
H -4.6970 -5.4131 2.9208
H -4.3752 6.0109 6.2443
C -7.8929 6.6882 -2.9939
O -7.1075 9.3812 -2.8250
H 2.0975 -0.4888 9.9953
H 8.1164 -2.0350 -0.1510
O -3.7747 5.0984 -9.3038
H 9.6196 -1.2368 3.7596
H -6.0806 1.0785 -2.7281
F -3.8595 -4.4465 7.3028
C 3.0403 -7.1241 -1.9027
H 6.5505 -6.2346 3.6874
C -4.1727 -1.5325 -4.7337
C 3.9518 0.5577 -6.6296
H 6.6923 2.5280 -6.6913
H 1.3903 0.6348 7.5495
C 1.6168 -6.3064 -0.1490
H -1.9741 4.6547 -6.4588
H 1.7807 -0.1470 -1.4920
H 0.2708 3.9064 -1.0512
C -4.7167 8.8907 -2.7553
C 1.1380 -5.7937 -2.4480
C -3.5420 5.1039 -7.9182
C -2.9591 -3.9583 5.1497
H 0.4365 1.0255 2.2386
C 6.0843 1.6703 -6.4440
C 0.6729 1.4049 1.2554
C -5.2950 -0.9135 -5.2996
C 6.5305 0.5272 -5.7828
H -6.7453 -4.5720 4.1870
C -3.7365 4.0168 5.7275
C 5.7741 -5.8024 5.7053
C -6.2219 8.5369 -2.8439
F 10.0329 -7.5447 6.5001
H 5.1946 -1.2785 7.2922
F -4.2573 9.5165 -3.9246
C 7.0539 -0.4604 0.9872
C 0.7987 -5.7150 -1.1102
C 2.7715 -7.0022 -0.5652
C -2.1537 4.4983 -7.5224
O 7.4398 -8.0647 5.4076
H 1.4258 -0.5380 0.7015
H 3.3675 -7.5497 0.1499
H 4.3754 -1.4925 9.7089
F -2.7902 -2.5672 7.0569
F -1.6245 -4.3677 7.1851
H 0.5667 -5.2967 -3.2181
H 6.3733 1.1174 2.2471
H 5.0027 -5.3083 3.7997
H -6.7158 -4.1921 2.5538
H 1.3788 -6.2211 0.9010
H 8.0608 0.7245 4.0504
N 3.8737 -1.0098 8.9771
C 4.4272 -0.6356 -6.1152
H -4.2137 -3.7173 2.8639
F -5.5046 4.0235 -11.8976
O -3.7197 2.8244 -9.5626
H -8.3935 6.8381 -2.0373
*
```

Energy relative to the best compared isomer or geometry (same formula, charge and spin) in eV: 1.437
E_LUMO in eV: 0.05
HOMO energy in eV: -8.190
SMILES: CCOC(=O)C(F)(F)F.CCOC(=O)C(F)(F)F.CCOC(=O)C(F)(F)F.CCOC(=O)C(F)(F)F.c1cc[nH]c1.c1ccccc1.c1ccccc1.c1ccccc1.c1ccccc1.c1ccccc1.c1ccccc1

[3]
Entry from the Open Molecules 2025 dataset: a molecular structure, C56H67N3O3Sb2Si2Sn (ωB97M-V/def2-TZVPD).

```
! wB97M-V def2-TZVPD RIJCOSX def2/J DEFGRID3
* xyz 2 1
N 2.2688 0.3985 1.4933
C 3.0024 -2.8391 0.7231
C -3.5737 -2.1162 0.2481
C -2.1204 0.6396 -5.4844
C 3.0568 6.2874 0.5162
C 1.0637 0.2987 2.0704
C 2.1719 4.0547 0.6182
C -0.0448 4.0544 -5.5080
C -3.0652 -0.8782 3.4206
C -4.3856 -0.0321 -5.0173
H -1.7417 4.3410 -0.0215
H -0.8934 -4.0462 3.5996
C 4.0617 0.4383 -0.0361
H 2.6896 -4.7277 -1.9800
C 0.4715 3.1438 -3.3333
C 4.6201 0.3051 -1.2919
H -2.8896 3.2041 -2.6426
H -2.6030 -3.6192 3.4013
C 6.1746 0.7611 1.0285
N -0.0099 -0.1306 1.4086
H 3.5958 4.8549 2.0182
H 4.5777 3.2802 4.5611
H 1.0587 -4.6006 -3.4462
H -6.6155 -3.2492 1.2098
C 1.9686 0.5963 5.5288
H 2.2460 1.9280 -3.2427
H -0.9351 -1.9522 -3.1690
H 0.2234 -5.5911 1.5252
H 0.7227 -0.1768 7.8285
Si 1.7109 -4.0805 0.2143
H -2.0345 -3.1350 -3.8622
H -4.8834 -0.3408 -2.9553
H 0.8997 5.7427 -2.0407
Sb -2.4400 0.3785 -1.1355
H -4.4466 1.9998 -1.0790
C 2.5159 -5.2154 -1.0185
C -2.1596 -5.1720 -1.1115
C 1.4724 5.5470 -1.1407
C 1.4000 4.3054 -0.5135
H -1.3472 0.9160 -6.1903
C -5.8653 -2.5863 0.7976
H -3.7485 4.2218 -1.5058
C -1.2719 0.0143 2.0794
C 3.8586 1.9662 6.0949
H -2.4684 -5.9697 -1.7933
C -3.6606 0.3744 3.4478
C -6.2387 -1.3550 0.2754
H 6.5358 1.5572 0.3781
C -2.8280 0.2671 -3.2142
C 1.0711 3.4257 -6.0431
C -5.2821 -0.5082 -0.2711
C 0.1639 -5.1139 -3.0870
Sb 0.0739 2.8120 -1.2626
C -0.3455 3.9128 -4.1573
C 2.6839 0.2241 0.1581
C -3.9379 -0.8849 -0.2912
C -4.5315 -2.9663 0.7832
H 0.4699 -6.0735 -2.6688
C -1.8921 1.2587 2.1002
C 0.0752 -3.2800 -0.4296
C -1.6128 -3.2384 3.6581
H -1.2235 4.4096 -3.7602
H 2.8867 2.5656 2.9164
C -3.0778 1.4492 2.7942
C -1.8558 -1.0640 2.7589
C 1.1336 -5.0167 1.7216
H 2.6310 -2.1437 1.4817
H -4.5808 0.5116 4.0010
N 0.9586 0.6729 3.3569
C -1.6527 4.0855 -1.0812
O -1.1807 -2.2392 2.7286
C 2.9088 1.0157 6.4557
H -3.0501 -4.5915 -0.8639
H 1.8987 -5.7189 2.0657
C 1.9867 1.1293 4.2336
H -3.5446 -1.7066 3.9232
H 4.2639 -0.1931 -3.3460
C 3.8590 2.5164 4.8264
H -2.5345 -2.4236 0.2538
H 0.1350 0.3390 3.8410
H 2.9096 0.6129 7.4582
H -3.6241 0.3504 -6.9850
H -4.2385 -3.9285 1.1876
H 3.4897 -5.5186 -0.6225
H -7.2766 -1.0475 0.2922
H 1.3014 3.5360 -7.0955
C -3.4332 2.2649 -0.7783
H 3.6932 7.0644 0.9207
H -1.6301 -2.8369 4.6726
H 5.6747 0.4849 -1.4439
H 6.5480 -0.2036 0.6848
C 1.5945 2.5178 -3.8771
C -1.6494 -2.7481 -2.9140
H -5.3778 -0.2879 -5.3671
C 2.9995 5.0463 1.1334
H 0.1553 -1.6539 7.0232
C 0.9491 -0.9152 7.0587
H 1.8737 -0.6559 -3.0130
C -2.9573 3.4688 -1.5833
H -1.4298 5.0098 -1.6147
Sn 0.0347 -1.1039 -0.5120
H 2.3505 7.5023 -1.1091
C 2.9141 2.1023 3.8952
H 0.9341 -4.3176 2.5375
Si -0.8471 -4.0989 -1.9004
C 2.2995 6.5360 -0.6231
C 1.8962 -0.1734 -0.9096
O 0.9890 -0.3125 5.7644
H 2.1294 3.0810 1.0979
H -1.7993 -5.6503 -0.1952
H -5.6098 0.4376 -0.6816
H -2.4928 -2.3040 -2.3827
C -3.3983 0.3258 -5.9272
H -1.3887 2.0891 1.6148
H 3.3538 -2.2664 -0.1372
H 1.8928 -1.4124 7.2862
C 3.8199 -0.0739 -2.3665
C 2.4765 -0.3254 -2.1739
H 3.8648 -3.3625 1.1472
O 4.7453 0.7553 1.0877
H -0.6840 4.6562 -6.1419
H 6.5138 0.9398 2.0429
H -3.4178 2.4543 0.2911
C -1.8315 0.6045 -4.1266
C 1.8945 2.6600 -5.2266
H 4.5905 2.2848 6.8256
H -3.5348 2.4296 2.8420
H 3.0341 0.6441 2.1103
H -0.4669 -5.3243 -3.9556
H -0.6046 -3.3956 0.4248
H -0.8252 0.8366 -3.7917
C -4.1078 -0.0591 -3.6576
H 2.7708 2.1762 -5.6414
H 1.9381 -6.1240 -1.1952
*
```

Energy relative to the best compared isomer or geometry (same formula, charge and spin) in eV: 0.000
E_LUMO in eV: -5.89
HOMO energy in eV: -12.600